Entry 1:
Molecular formula: C26H40AuBN7
Method: DFT, ωB97M-V/def2-TZVPD

```
75
Properties=species:S:1:pos:R:3:forces:R:3
Au 0.13646 0.22654 -0.70557 0.35 0.42 0.20
C -1.42207 3.13698 -2.33127 0.01 -0.03 0.03
C -0.39121 3.39728 -1.28830 0.05 0.06 0.03
C 0.07472 4.61968 -0.79785 0.01 -0.02 0.01
C 1.04149 4.31782 0.14702 -0.08 0.02 -0.08
C 1.86788 5.24614 0.97017 0.01 -0.05 0.00
N 1.14441 2.97770 0.21309 0.12 0.07 0.09
N 0.27745 2.42771 -0.66659 -0.15 -0.06 -0.07
B 2.09198 2.09553 1.05446 -0.14 -0.09 -0.10
N 2.91205 1.20011 0.10577 0.17 0.10 0.11
N 2.30286 0.39286 -0.79552 -0.25 -0.07 0.03
C 3.24215 -0.23643 -1.49541 0.09 0.02 -0.04
C 2.92645 -1.18391 -2.60246 0.00 0.02 0.05
C 4.49586 0.17527 -1.03375 -0.04 0.01 0.00
C 4.24772 1.08530 -0.02227 0.02 -0.07 -0.09
C 5.22271 1.84977 0.80701 -0.06 0.00 0.01
N 1.22804 1.18890 1.97427 0.15 0.06 0.04
N 0.33433 0.32365 1.45881 -0.09 -0.03 -0.21
C -0.29213 -0.32757 2.43619 0.05 0.01 0.07
C -1.35877 -1.34175 2.21072 0.03 0.01 -0.03
C 0.24679 0.12893 3.64292 -0.02 0.03 -0.03
C 1.19576 1.08346 3.31487 -0.09 -0.07 0.06
C 2.05996 1.89272 4.22021 0.01 0.00 -0.06
H -1.79866 4.07998 -2.72026 0.00 0.00 -0.01
H -2.24881 2.56199 -1.91776 -0.01 0.01 -0.01
H -1.00227 2.56366 -3.15872 -0.01 0.00 0.00
H -0.24849 5.60148 -1.09889 0.00 0.00 -0.01
H 1.58521 6.27168 0.74545 0.01 0.01 0.01
H 2.92998 5.12689 0.75555 0.00 0.01 0.00
H 1.71894 5.07192 2.03575 0.00 0.01 0.00
H 2.80795 2.77292 1.71775 0.02 0.00 0.02
H 1.85713 -1.21250 -2.80471 0.00 -0.01 -0.02
H 3.26194 -2.19117 -2.35255 -0.03 -0.01 -0.01
H 3.44315 -0.87965 -3.51212 -0.01 -0.01 -0.01
H 5.45862 -0.13821 -1.39973 0.00 0.01 0.00
H 6.23427 1.58005 0.51378 0.01 0.00 0.01
H 5.10030 1.62976 1.86767 0.01 0.00 0.00
H 5.09948 2.92427 0.67144 0.01 0.00 0.01
H -1.64995 -1.37664 1.16299 -0.02 -0.01 0.01
H -2.23862 -1.09129 2.80271 0.00 -0.01 0.00
H -1.01488 -2.32785 2.52595 0.00 -0.01 -0.01
H -0.03346 -0.19218 4.63173 0.00 0.01 0.00
H 1.83839 1.63394 5.25275 0.01 0.01 0.01
H 1.88359 2.95961 4.08517 0.01 0.00 0.01
H 3.11656 1.70019 4.03469 0.00 0.01 0.01
C -5.04556 1.46470 -0.64721 0.01 -0.02 -0.01
C -4.52400 0.05732 -0.96740 -0.04 -0.03 0.05
C -5.04077 -0.94123 0.07946 0.02 0.04 -0.02
C -4.98790 -0.36926 -2.36662 0.03 0.00 -0.01
C -3.05414 0.06737 -0.92901 0.04 -0.03 -0.04
C -1.84109 0.08202 -0.93286 -0.06 -0.03 -0.01
H -6.13661 1.46693 -0.65479 0.00 0.00 0.00
H -4.69660 2.18506 -1.38805 -0.01 0.01 0.00
H -4.70534 1.78947 0.33654 -0.01 0.01 0.00
H -6.13007 -0.98577 0.03835 0.00 0.00 0.01
H -4.74641 -0.63485 1.08412 0.00 -0.01 0.00
H -4.64596 -1.94004 -0.11025 -0.01 -0.01 0.00
H -6.07813 -0.38477 -2.40316 0.00 0.01 0.01
H -4.61836 -1.36542 -2.61094 0.00 0.00 -0.01
H -4.62635 0.32732 -3.12343 0.00 -0.01 -0.01
C 1.11900 -5.26218 -1.64586 -0.02 0.05 0.02
C 0.10621 -4.65099 -0.66476 0.03 -0.23 -0.01
C -1.33227 -4.89943 -1.14050 0.02 0.04 0.00
C 0.31707 -5.21057 0.75007 0.00 0.05 -0.01
C 0.33266 -3.20287 -0.62490 0.00 0.14 0.02
N 0.51478 -2.07143 -0.59400 -0.10 -0.31 -0.02
H 0.96436 -6.34002 -1.68369 -0.01 0.00 0.00
H 2.14238 -5.07145 -1.32278 0.00 -0.01 0.00
H 0.98516 -4.85932 -2.64971 0.01 0.00 0.00
H -1.50930 -5.97421 -1.17165 0.01 -0.01 0.00
H -1.49175 -4.49314 -2.13893 -0.01 0.00 0.00
H -2.05381 -4.44917 -0.45882 -0.01 0.00 -0.01
H 0.20447 -6.29385 0.71867 -0.01 0.00 -0.01
H -0.42115 -4.80862 1.44408 0.01 0.00 0.01
H 1.31420 -4.97717 1.12285 0.00 -0.02 0.00
```
Forces are in eV/Å.

The calculation puts the HOMO energy (spin up / spin down) at -11.3 / -11.6 eV. The spin multiplicity is 3. For the max |F|, the calculation gives 0.58 eV/A. The charge is +1.

Löwdin atomic charges, in units of e: 1.218 -0.020 -0.302 0.036 -0.250 -0.006 0.035 0.000 -0.487 0.030 -0.034 -0.322 -0.035 0.033 -0.253 -0.007 0.045 0.018 -0.293 -0.020 0.038 -0.248 -0.003 0.086 0.047 0.087 0.119 0.088 0.087 0.084 0.117 0.050 0.081 0.088 0.120 0.087 0.084 0.086 0.030 0.090 0.080 0.122 0.089 0.086 0.086 -0.047 -0.628 -0.048 -0.045 -0.129 -0.175 0.090 0.079 0.089 0.090 0.082 0.082 0.090 0.086 0.087 -0.031 -0.582 -0.027 -0.029 -0.100 0.161 0.096 0.092 0.094 0.098 0.095 0.089 0.097 0.084 0.095

Entry 2:
Molecular formula: C26H40BFInO17
Method: DFT, ωB97M-V/def2-TZVPD

```
86
Properties=species:S:1:pos:R:3:forces:R:3
C -3.93609 -0.14183 -0.45595 0.49 0.43 -0.32
C -3.20535 -0.25581 -1.41991 0.47 -0.37 -0.44
In -1.78287 -0.17899 -3.15007 -0.57 0.39 -0.24
C 0.04055 -1.48418 -2.77861 -0.02 -0.97 0.27
C 0.13970 -1.85656 -1.37376 0.63 1.21 -1.46
O 0.94177 -1.41548 -0.60113 -0.06 -0.12 1.02
F -0.78562 -2.73354 -0.96200 -0.29 -0.54 0.40
B -1.20300 2.04033 -3.43068 0.02 -0.36 0.65
O -2.26310 2.95498 -3.61739 0.58 0.07 -0.23
C 0.28942 2.57682 -3.40109 -0.42 0.54 -0.33
C 0.94684 2.21577 -4.76585 -1.12 0.11 0.67
H -4.43307 0.28720 0.37020 -0.43 -0.17 0.42
H -2.58114 -0.71195 -4.65481 0.10 -0.21 0.24
H -0.03729 -2.39577 -3.37290 -0.45 0.05 -0.14
H 0.96947 -1.00047 -3.05737 -0.01 0.37 -0.01
H -2.47715 3.02960 -4.55061 -0.29 0.02 -0.05
H 0.85657 2.17292 -2.56495 0.03 -0.21 0.04
H 0.25502 3.66624 -3.29365 0.26 0.04 0.11
H 0.46755 1.29688 -5.11017 0.41 -0.24 -0.28
H 2.01899 2.12777 -4.69387 0.19 -0.09 -0.13
H 0.66950 3.00283 -5.46295 0.21 0.01 -0.29
C 2.82889 -2.88085 1.06077 0.34 0.26 0.24
C 4.26113 -3.27772 1.31833 -0.77 0.00 -0.08
C 4.48530 -4.09174 2.56532 0.12 -0.25 -0.01
O 5.85382 -3.78105 2.88323 -0.03 0.09 0.02
C 6.10373 -2.54438 2.38716 -0.13 0.08 -0.12
O 7.08526 -1.91344 2.62608 0.00 0.04 -0.19
O 5.09494 -2.12893 1.59210 0.30 -0.21 0.13
H 2.77147 -2.13418 0.27778 -0.08 -0.10 -0.12
H 2.23646 -3.74434 0.76062 0.02 0.00 -0.05
H 2.37691 -2.44005 1.95053 0.01 -0.04 0.02
H 4.67366 -3.78099 0.43850 0.11 -0.01 0.06
H 4.35871 -5.16018 2.40740 0.21 -0.01 0.04
H 3.85786 -3.77212 3.40010 -0.07 0.08 -0.09
C 4.92974 -0.30346 -1.33211 -0.27 -0.12 -0.14
C 5.06896 1.14822 -1.71705 -0.03 -0.57 0.19
C 4.86775 2.12630 -0.58742 0.16 0.19 0.14
O 4.42795 3.30041 -1.28558 -0.01 -0.15 -0.07
C 3.81427 2.87984 -2.42521 -0.13 -0.15 0.03
O 3.17062 3.56701 -3.14314 0.21 0.29 -0.01
O 4.02899 1.55195 -2.62088 0.14 0.31 0.03
H 4.87905 -0.92938 -2.22369 0.10 0.03 -0.02
H 5.77522 -0.62397 -0.72313 0.01 0.06 0.01
H 4.01040 -0.47176 -0.77014 -0.01 0.08 0.01
H 6.02788 1.31574 -2.21844 -0.01 0.10 0.03
H 5.77882 2.32700 -0.02777 -0.02 0.19 -0.07
H 4.07844 1.82078 0.10314 0.01 -0.14 -0.06
C 8.19317 -2.22730 5.47994 -0.14 0.40 0.04
C 9.38379 -1.61345 6.17374 -0.51 -0.36 -0.22
C 9.51554 -1.95367 7.63622 0.25 -0.11 0.12
O 10.25064 -0.82999 8.14038 -0.09 0.00 -0.07
C 9.96052 0.22858 7.33750 -0.08 0.03 -0.13
O 10.26113 1.35177 7.57314 0.04 0.09 0.06
O 9.28148 -0.17800 6.23551 0.26 -0.03 0.25
H 8.04279 -1.77978 4.49972 0.14 -0.16 0.06
H 8.33027 -3.30171 5.35533 0.06 0.01 -0.01
H 7.27765 -2.05568 6.05043 0.05 -0.02 0.09
H 10.30061 -1.85597 5.62782 0.05 0.03 0.08
H 10.05809 -2.87995 7.81277 0.14 0.12 0.09
H 8.55282 -1.99414 8.15136 -0.07 -0.01 -0.13
C -9.48620 -2.47128 -0.75655 -0.16 -0.08 -0.30
C -8.09973 -2.04126 -1.16990 -0.49 -0.15 0.15
C -7.79615 -0.58306 -0.94874 0.33 0.18 0.29
O -6.78931 -0.33338 -1.93124 -0.33 -0.15 -0.22
C -6.99440 -1.20739 -2.94821 0.14 0.08 0.04
O -6.45979 -1.16439 -4.00311 -0.09 0.02 -0.15
O -7.92044 -2.14957 -2.58922 0.21 0.11 0.06
H -9.70307 -3.47163 -1.13253 0.07 -0.04 0.09
H -9.57925 -2.47586 0.32945 0.05 0.02 0.00
H -10.24327 -1.80256 -1.17013 0.05 0.06 0.02
H -7.35079 -2.67708 -0.68888 0.08 0.10 -0.01
H -7.42239 -0.37284 0.05097 0.17 0.10 -0.10
H -8.64896 0.07074 -1.15942 -0.13 -0.15 0.05
C -10.05424 4.38257 -1.83539 -0.18 -0.32 0.00
C -9.14857 4.24489 -0.63676 -0.26 0.09 -0.48
C -7.68049 4.11375 -0.96093 0.20 0.17 0.00
O -7.19195 3.39847 0.18010 -0.18 0.00 -0.02
C -8.21707 2.66093 0.66067 0.11 -0.06 0.01
O -8.10932 1.81817 1.48946 -0.08 -0.14 0.10
O -9.38897 3.01171 0.06453 0.22 0.11 0.10
H -11.09709 4.26270 -1.54118 0.01 0.12 0.04
H -9.93061 5.36056 -2.30013 0.03 0.01 0.04
H -9.84021 3.61247 -2.57785 0.08 0.02 0.01
H -9.32702 5.06511 0.06561 0.08 -0.03 0.04
H -7.17581 5.07163 -1.06178 0.12 -0.07 0.17
H -7.49030 3.51046 -1.85163 -0.11 0.01 -0.02
```
Forces are in eV/Å.

The calculation puts the HOMO energy at -4.0 eV. For the max |F|, the calculation gives 2.00 eV/A. The charge is -1.

Löwdin atomic charges, in units of e: -0.107 -0.244 0.604 -0.187 -0.623 0.052 0.069 -0.511 0.002 -0.232 -0.113 -0.022 -0.095 0.044 0.044 0.079 0.077 0.086 0.052 0.044 0.070 -0.019 -0.319 -0.092 0.057 -0.557 0.138 0.081 0.046 0.101 0.099 0.160 0.138 0.139 -0.014 -0.330 -0.092 0.061 -0.550 0.164 0.083 0.092 0.086 0.078 0.156 0.138 0.143 -0.021 -0.328 -0.102 0.055 -0.564 0.163 0.089 0.059 0.096 0.094 0.159 0.136 0.137 -0.028 -0.336 -0.106 0.050 -0.550 0.171 0.073 0.083 0.088 0.085 0.162 0.131 0.135 -0.025 -0.336 -0.087 0.075 -0.571 0.156 0.075 0.085 0.089 0.090 0.157 0.141 0.145

Entry 3:
Molecular formula: C26H40Cl3N4O3PtSi
Method: DFT, ωB97M-V/def2-TZVPD

```
78
Properties=species:S:1:pos:R:3:forces:R:3
C -2.03858 -2.59935 -4.09028 -0.24 -0.20 -0.01
C -1.14940 -3.04267 -2.95339 -0.61 2.33 1.93
H -2.01275 -3.35416 -4.88828 -0.13 0.37 0.00
H -1.70149 -1.61528 -4.45472 -0.25 -0.44 0.05
H -3.07335 -2.51746 -3.69649 0.46 0.00 -0.50
C -0.77146 -4.41246 -2.80087 0.68 -0.93 0.02
C -0.47683 -5.39265 -3.88659 0.08 -0.49 -0.37
H -0.94548 -4.88151 -1.83913 0.24 0.24 0.18
H 0.15586 -5.05800 -4.74082 -0.49 0.09 0.63
H -1.43674 -5.75819 -4.29906 0.26 0.06 -0.17
H 0.00244 -6.29612 -3.45825 -0.15 0.50 -0.18
Pt -0.28562 1.78023 1.07412 1.88 1.19 -0.63
Cl -2.67444 2.24478 1.13114 -1.92 0.35 0.21
Cl 1.42219 2.63169 -0.46081 0.30 -0.03 0.50
H 1.15866 6.62068 3.91898 0.09 0.03 -0.05
H -1.21607 7.16716 4.12234 -0.14 -0.11 -0.21
C 0.98987 5.58484 3.63183 0.35 0.21 -0.27
C -1.23195 6.66691 3.14564 0.11 -0.50 0.18
N -0.39174 5.46900 3.18629 0.24 0.61 0.53
H 1.17591 4.95804 4.51162 -0.12 -0.02 -0.22
C -0.78418 4.32911 2.63965 1.31 -1.69 -1.13
O 0.08392 3.48757 2.25013 -1.38 1.43 1.05
H -2.24758 6.34317 2.88918 0.19 0.29 0.08
H -1.85939 4.14831 2.56595 0.05 -0.06 -0.53
H 1.69833 5.29457 2.84299 -0.27 0.09 0.19
H -0.85731 7.36597 2.38162 -0.17 -0.22 0.17
H 2.03422 -0.43090 -2.74986 0.22 0.15 0.33
H 2.24037 -3.19517 -1.69882 0.34 0.19 0.10
C 2.91405 -0.33793 -2.09052 -0.19 -0.10 -0.06
C 3.09596 -2.66732 -1.23981 -0.39 0.30 0.16
N 2.77709 -1.25680 -0.96582 0.76 -0.30 0.05
H 2.99952 0.68606 -1.71115 -0.13 -0.24 -0.09
C 2.91670 -0.82420 0.32824 0.45 0.94 0.01
O 3.22769 0.30086 0.70355 -0.45 -1.35 -0.36
H 3.34359 -3.13659 -0.27222 -0.06 -0.09 -0.54
H 2.69971 -1.64533 1.04603 0.16 0.18 -0.05
H 3.80355 -0.62017 -2.67264 -0.03 0.20 0.10
H 3.95258 -2.74229 -1.93083 -0.15 0.09 0.36
O -0.29280 -1.88621 -2.51037 0.39 -0.90 -0.23
C -1.33015 -2.21000 -1.64253 -0.23 -0.57 -1.30
C 0.25497 -2.94941 0.30432 -0.43 0.20 -0.75
C -1.01644 -2.74623 -0.29049 -0.47 -1.32 1.20
H 1.13263 -2.53236 -0.20274 -0.81 -0.41 0.31
C 0.37303 -3.54059 1.56066 -0.13 0.00 -0.06
H -2.21759 -1.54612 -1.66138 0.64 -0.22 0.03
C -2.14266 -3.09845 0.48218 0.42 0.01 -0.52
H 1.36309 -3.61579 2.02216 -0.30 -0.10 -0.19
C -0.75703 -3.98991 2.25778 0.25 0.29 -0.24
C -2.01572 -3.72715 1.71597 0.19 -0.15 0.22
H -3.12666 -2.84652 0.07803 0.19 -0.19 0.21
H -0.63247 -4.48971 3.22593 -0.18 0.26 -0.39
H -2.90042 -4.00702 2.27804 -0.02 0.02 -0.08
Si -0.21784 2.44683 -2.72538 0.06 -0.23 2.16
Cl -0.56502 -0.17619 0.10195 0.12 0.33 -1.35
C 1.25823 3.23587 -3.54726 0.04 0.18 -0.80
C -1.03866 3.82444 -1.68328 -0.10 0.52 -0.38
C -1.45961 1.58603 -3.84096 -0.16 0.33 -0.55
H 2.20549 2.84161 -3.16697 -0.23 0.07 -0.04
H 1.22825 4.31982 -3.36722 0.11 -0.17 -0.09
H 1.19851 3.04800 -4.62341 0.21 0.16 -0.16
H -0.96699 0.82444 -4.44870 0.00 0.01 0.00
H -1.88802 2.34093 -4.50527 -0.30 -0.04 -0.32
H -2.27766 1.11359 -3.28923 0.20 0.11 0.11
H -1.74166 3.48809 -0.91129 0.06 -0.09 -0.37
H -1.55140 4.52503 -2.36183 -0.20 -0.01 0.06
H -0.25917 4.40874 -1.15478 -0.31 -0.42 -0.44
N 3.24761 -1.27919 5.42854 -1.78 0.62 -1.13
C 2.27863 -0.98934 4.84280 2.06 -0.82 1.23
C 1.04477 -0.70038 4.18588 0.01 -0.36 -0.04
C -0.12699 -1.30512 4.64776 -0.10 0.03 0.59
C -1.32865 -1.08087 4.00737 -0.16 -0.22 -0.33
C -1.33901 -0.25913 2.89576 0.79 0.61 0.84
N -0.23125 0.45256 2.63276 0.20 -0.64 -0.07
C 0.98759 0.16415 3.09908 -1.00 0.01 0.76
H -0.08406 -1.93917 5.53102 0.04 0.08 -0.18
H -2.26447 -1.52362 4.31415 0.12 -0.30 0.15
H -2.19756 -0.08887 2.23933 0.23 0.22 0.43
H 1.85927 0.61278 2.61274 -0.32 0.05 0.28
```
Forces are in eV/Å.

The calculation puts the HOMO energy (spin up / spin down) at -1.8 / -3.2 eV. The spin multiplicity is 3. The energy relative to the best compared isomer or geometry (same formula, charge and spin) is 113.0 kcal/mol. For the max |F|, the calculation gives 3.09 eV/A. The charge is -1.

Löwdin atomic charges, in units of e: -0.005 -0.385 0.071 0.084 0.094 -0.050 -0.118 0.104 0.084 0.075 0.071 0.444 -0.171 0.011 0.080 0.085 -0.034 -0.038 -0.185 0.097 -0.288 -0.232 0.094 0.067 0.101 0.096 0.084 0.077 -0.049 -0.074 -0.192 0.047 -0.350 -0.034 0.088 0.121 0.079 0.085 -0.021 -0.325 -0.089 -0.303 0.050 -0.086 0.139 -0.052 0.100 -0.113 -0.107 0.120 0.100 0.095 0.461 0.340 -0.297 -0.335 -0.269 -0.014 0.019 0.006 -0.002 0.003 0.017 -0.076 0.007 -0.024 0.139 -0.182 -0.215 -0.026 -0.049 -0.174 -0.196 -0.063 0.120 0.109 0.044 0.115

> The highest max |F| belongs to which entry?

C26H40Cl3N4O3PtSi